1.
{
  "formula": "C4H6O2S",
  "method": "ωB97M-V with the def2-TZVPD basis set",
  "elements": ["C", "C", "C", "C", "H", "H", "H", "H", "H", "H", "O", "O", "S"],
  "coordinates": [[-1.059, 0.618, 0.013], [0.170, -0.294, -0.030], [-0.021, -1.610, -0.053], [1.522, 0.364, -0.073], [-2.736, -0.371, 0.564], [-1.119, 1.104, 0.992], [-0.882, 1.365, -0.785], [-0.949, -2.120, 0.230], [0.782, -2.274, -0.315], [2.267, 2.036, -0.194], [-2.313, -0.019, -0.246], [1.399, 1.664, -0.044], [2.937, -0.462, -0.060]],
  "spin_multiplicity": 1,
  "lumo_ev": -0.3,
  "total_energy_ha": -704.63825,
  "smiles": "C=C(CO)C(O)=S",
  "relative_energy_kcal_mol": 25.90
}


2.
{
  "formula": "C4H6N3O2",
  "method": "ωB97M-V with the def2-TZVPD basis set",
  "elements": ["C", "C", "C", "C", "N", "N", "N", "O", "O", "H", "H", "H", "H", "H", "H"],
  "coordinates": [[-0.353, 0.994, 1.231], [-0.729, 1.839, 0.288], [0.352, -0.880, -0.168], [0.829, -2.312, -0.226], [0.338, -0.233, 1.053], [0.100, -0.055, -1.114], [-0.856, 2.540, -0.775], [-1.258, 3.196, 0.362], [-0.791, 2.716, -1.911], [-0.881, 1.215, 2.225], [0.596, -2.587, -1.227], [1.933, -2.327, -0.138], [0.271, -3.068, 0.481], [0.564, -0.780, 1.985], [-0.115, -0.258, -2.065]],
  "charge": 1,
  "spin_multiplicity": 1,
  "lumo_ev": -6.8,
  "total_energy_ha": -470.24493,
  "smiles": "[H]/N=C(\\C)N/C=C1/O[N+]1=O",
  "relative_energy_kcal_mol": 200.57
}


3.
{
  "formula": "C25H36N6O3",
  "method": "ωB97M-V with the def2-TZVPD basis set",
  "elements": ["C", "N", "N", "O", "C", "H", "H", "C", "N", "N", "O", "C", "H", "H", "C", "N", "N", "O", "C", "C", "H", "H", "C", "C", "H", "H", "H", "C", "H", "H", "H", "C", "H", "H", "H", "H", "H", "H", "C", "C", "C", "C", "C", "C", "C", "H", "H", "H", "H", "H", "H", "H", "C", "C", "C", "C", "C", "C", "C", "H", "H", "H", "H", "H", "H", "H", "H", "H", "H", "H"],
  "coordinates": [[-3.923, -3.064, -1.770], [-3.479, -1.797, -1.231], [-4.181, -1.059, -0.426], [-5.303, -1.453, -0.113], [-2.148, -1.365, -1.585], [-2.068, -1.298, -2.675], [-1.433, -2.123, -1.240], [-1.788, -0.017, -0.952], [-0.353, 0.180, -1.035], [0.217, -0.203, -2.136], [1.421, 0.036, -2.262], [0.365, 0.914, -0.009], [0.968, 1.671, -0.523], [-0.348, 1.414, 0.642], [1.322, 0.006, 0.806], [2.568, 0.707, 1.035], [2.619, 1.498, 2.066], [3.654, 2.139, 2.242], [3.632, 0.567, 0.054], [4.506, -0.649, 0.371], [5.128, -0.410, 1.236], [3.860, -1.486, 0.653], [5.403, -1.101, -0.795], [4.560, -1.761, -1.889], [5.192, -2.044, -2.727], [4.079, -2.660, -1.509], [3.789, -1.091, -2.262], [6.174, 0.085, -1.377], [6.689, 0.630, -0.589], [6.916, -0.266, -2.090], [5.506, 0.768, -1.894], [6.403, -2.128, -0.251], [5.883, -2.961, 0.217], [7.019, -2.520, -1.057], [7.057, -1.672, 0.488], [3.172, 0.478, -0.930], [4.226, 1.483, 0.108], [1.559, -0.877, 0.202], [0.711, -0.435, 2.142], [-0.495, -1.314, 1.973], [-0.370, -2.585, 1.425], [-1.475, -3.408, 1.292], [-2.721, -2.974, 1.712], [-2.858, -1.709, 2.258], [-1.752, -0.885, 2.383], [-1.863, 0.098, 2.819], [-3.828, -1.366, 2.584], [-3.583, -3.617, 1.620], [-1.358, -4.398, 0.873], [0.602, -2.941, 1.115], [1.480, -0.981, 2.694], [0.459, 0.454, 2.720], [-2.522, 1.147, -1.643], [-2.278, 2.438, -0.913], [-2.909, 2.670, 0.304], [-2.656, 3.829, 1.015], [-1.769, 4.770, 0.516], [-1.143, 4.550, -0.699], [-1.396, 3.388, -1.409], [-0.904, 3.219, -2.357], [-0.456, 5.282, -1.094], [-1.570, 5.674, 1.071], [-3.151, 4.001, 1.958], [-3.604, 1.936, 0.687], [-2.174, 1.220, -2.675], [-3.588, 0.920, -1.638], [-2.065, -0.044, 0.105], [-4.940, -3.227, -1.410], [-3.917, -3.034, -2.859], [-3.275, -3.869, -1.422]],
  "spin_multiplicity": 1,
  "lumo_ev": 0.6,
  "total_energy_ha": -1528.30712,
  "smiles": "CN(C[C@H](Cc1ccccc1)N(C[C@H](Cc1ccccc1)N(CCC(C)(C)C)N=O)N=O)N=O",
  "relative_energy_kcal_mol": 127.95
}


4.
{
  "formula": "C10H8N6O7PtS",
  "method": "ωB97M-V with the def2-TZVPD basis set",
  "elements": ["Pt", "O", "C", "O", "C", "C", "C", "C", "C", "C", "O", "N", "O", "O", "N", "O", "O", "H", "H", "C", "C", "N", "N", "C", "S", "N", "N", "H", "H", "H", "H", "H", "H"],
  "coordinates": [[9.358, 13.047, 2.033], [13.362, 13.703, 1.693], [12.173, 13.930, 1.773], [11.287, 12.972, 1.951], [11.688, 15.392, 1.802], [12.718, 16.314, 1.783], [12.378, 17.671, 1.748], [11.116, 18.148, 1.784], [10.094, 17.190, 1.795], [10.371, 15.837, 1.779], [9.359, 14.993, 1.823], [8.673, 17.690, 1.788], [8.565, 18.935, 1.717], [7.765, 16.884, 1.871], [13.482, 18.602, 1.772], [13.225, 19.782, 1.823], [14.633, 18.133, 1.781], [13.778, 16.073, 1.738], [11.017, 19.220, 1.862], [8.209, 8.132, 1.631], [7.351, 9.253, 1.852], [6.050, 9.275, 1.641], [5.678, 10.613, 1.726], [6.752, 11.434, 1.971], [6.886, 13.073, 1.880], [7.811, 10.540, 1.920], [9.173, 10.906, 1.869], [7.434, 7.341, 1.530], [8.740, 7.860, 2.584], [9.160, 8.384, 1.008], [4.626, 10.910, 1.666], [9.901, 10.126, 2.266], [9.474, 11.097, 0.972]],
  "spin_multiplicity": 3,
  "lumo_ev": [-0.8, -2.6],
  "total_energy_ha": -1758.24416,
  "relative_energy_kcal_mol": 0.00
}


5.
{
  "formula": "C5H12NO",
  "method": "ωB97M-V with the def2-TZVPD basis set",
  "elements": ["O", "C", "C", "C", "C", "C", "N", "H", "H", "H", "H", "H", "H", "H", "H", "H", "H", "H", "H"],
  "coordinates": [[-2.357, 0.196, -0.559], [-1.259, -0.163, -0.787], [-0.063, 0.596, -0.120], [0.445, -0.243, 1.052], [1.136, -1.514, 0.593], [2.167, -1.351, -0.501], [-0.401, 2.023, 0.280], [-0.947, -1.056, -1.379], [0.752, 0.628, -0.850], [-0.364, -0.525, 1.733], [1.204, 0.369, 1.555], [1.553, -1.931, 1.511], [0.390, -2.290, 0.390], [2.682, -0.388, -0.420], [1.744, -1.390, -1.498], [2.957, -2.085, -0.397], [-0.023, 2.726, -0.375], [-1.400, 2.228, 0.414], [0.052, 2.275, 1.169]],
  "charge": 2,
  "spin_multiplicity": 2,
  "lumo_ev": [-10.5, -14.6],
  "total_energy_ha": -326.89703,
  "relative_energy_kcal_mol": 53.97
}


6.
{
  "formula": "C33H66O33",
  "method": "ωB97M-V with the def2-TZVPD basis set",
  "elements": ["C", "O", "C", "O", "O", "C", "H", "H", "H", "H", "H", "H", "C", "O", "C", "O", "O", "C", "H", "H", "H", "H", "H", "H", "C", "O", "C", "O", "O", "C", "H", "H", "H", "H", "H", "H", "C", "O", "C", "O", "O", "C", "H", "H", "H", "H", "H", "H", "C", "O", "C", "O", "O", "C", "H", "H", "H", "H", "H", "H", "C", "O", "C", "O", "O", "C", "H", "H", "H", "H", "H", "H", "C", "O", "C", "O", "O", "C", "H", "H", "H", "H", "H", "H", "C", "O", "C", "O", "O", "C", "H", "H", "H", "H", "H", "H", "C", "O", "C", "O", "O", "C", "H", "H", "H", "H", "H", "H", "C", "O", "C", "O", "O", "C", "H", "H", "H", "H", "H", "H", "C", "O", "C", "O", "O", "C", "H", "H", "H", "H", "H", "H"],
  "coordinates": [[-5.281, 7.671, 29.616], [-3.887, 7.397, 29.644], [-3.206, 7.914, 30.641], [-3.669, 8.314, 31.668], [-1.949, 7.935, 30.310], [-1.057, 8.282, 31.326], [-5.507, 8.117, 28.664], [-5.550, 8.257, 30.453], [-5.789, 6.722, 29.504], [-0.069, 8.079, 30.855], [-1.144, 7.662, 32.211], [-1.097, 9.336, 31.601], [-3.441, 3.520, 30.076], [-4.627, 3.964, 29.451], [-4.493, 4.139, 28.137], [-3.546, 3.868, 27.487], [-5.653, 4.582, 27.671], [-5.762, 4.435, 26.216], [-3.770, 3.410, 31.096], [-2.701, 4.350, 30.052], [-3.016, 2.617, 29.623], [-5.808, 3.374, 25.952], [-4.829, 4.810, 25.866], [-6.649, 5.029, 25.977], [-6.488, 8.647, 23.262], [-7.022, 8.317, 22.006], [-8.362, 8.417, 21.805], [-9.194, 8.627, 22.599], [-8.535, 8.220, 20.498], [-9.879, 8.176, 20.127], [-6.567, 7.851, 24.020], [-7.060, 9.475, 23.721], [-5.458, 8.887, 23.109], [-9.875, 7.789, 19.088], [-10.180, 9.190, 20.165], [-10.502, 7.578, 20.805], [2.077, 2.435, 29.769], [2.627, 3.712, 29.189], [1.773, 4.591, 28.697], [0.603, 4.521, 28.426], [2.461, 5.669, 28.550], [1.884, 6.803, 27.970], [1.727, 1.870, 28.904], [1.287, 2.668, 30.481], [2.997, 2.071, 30.197], [1.596, 6.619, 26.960], [2.705, 7.526, 27.886], [1.047, 7.139, 28.600], [-5.833, 12.122, 21.405], [-7.082, 11.554, 20.940], [-8.081, 12.403, 20.806], [-8.004, 13.584, 21.007], [-9.207, 11.775, 20.468], [-10.267, 12.513, 19.828], [-6.074, 12.518, 22.371], [-5.573, 12.917, 20.695], [-5.184, 11.257, 21.414], [-10.087, 12.433, 18.752], [-10.288, 13.555, 20.194], [-11.122, 11.897, 19.988], [-4.849, 10.736, 33.392], [-4.085, 11.170, 32.265], [-4.536, 10.969, 31.056], [-5.653, 10.598, 30.811], [-3.507, 11.121, 30.254], [-3.785, 11.468, 28.863], [-4.442, 11.295, 34.252], [-4.868, 9.644, 33.453], [-5.970, 11.028, 33.345], [-4.055, 12.449, 28.636], [-4.681, 10.847, 28.655], [-2.917, 11.080, 28.391], [-4.523, 10.321, 25.250], [-4.314, 9.008, 25.838], [-3.104, 8.612, 26.097], [-2.065, 9.276, 25.889], [-3.156, 7.339, 26.516], [-1.986, 6.717, 26.877], [-3.925, 11.080, 25.761], [-5.627, 10.510, 25.338], [-4.201, 10.303, 24.193], [-2.196, 5.677, 26.711], [-1.873, 6.814, 27.938], [-1.101, 7.058, 26.367], [-1.399, 6.091, 23.452], [-2.652, 5.344, 23.506], [-3.747, 5.810, 22.929], [-3.931, 6.954, 22.564], [-4.598, 4.817, 22.939], [-5.872, 5.009, 22.477], [-1.619, 7.158, 23.595], [-0.928, 5.967, 22.479], [-0.896, 5.639, 24.308], [-6.135, 6.101, 22.602], [-6.447, 4.394, 23.116], [-5.977, 4.770, 21.423], [-0.294, 3.117, 25.944], [0.674, 4.183, 25.598], [1.814, 4.035, 24.925], [2.328, 3.037, 24.520], [2.320, 5.260, 24.812], [3.548, 5.315, 24.135], [-0.065, 2.318, 25.254], [-1.234, 3.619, 25.820], [-0.223, 2.942, 27.035], [4.202, 4.559, 24.549], [3.859, 6.349, 24.335], [3.398, 5.173, 23.075], [-2.514, 9.655, 21.919], [-1.616, 10.360, 22.742], [-2.055, 11.470, 23.244], [-3.074, 12.038, 22.885], [-1.279, 11.930, 24.220], [-0.002, 11.335, 24.495], [-2.050, 8.712, 21.557], [-2.727, 10.282, 21.057], [-3.373, 9.441, 22.538], [-0.164, 10.399, 25.085], [0.501, 12.076, 25.070], [0.519, 11.149, 23.518], [-9.183, 11.710, 23.587], [-9.385, 11.546, 24.984], [-8.493, 12.049, 25.771], [-7.459, 12.592, 25.437], [-8.846, 11.875, 27.014], [-7.972, 12.200, 28.108], [-9.976, 11.135, 23.079], [-8.236, 11.293, 23.260], [-9.170, 12.776, 23.305], [-7.130, 11.516, 28.078], [-8.583, 12.127, 28.954], [-7.687, 13.221, 27.885]],
  "spin_multiplicity": 1,
  "lumo_ev": 0.5,
  "total_energy_ha": -3779.91861,
  "smiles": "COC(=O)OC.COC(=O)OC.COC(=O)OC.COC(=O)OC.COC(=O)OC.COC(=O)OC.COC(=O)OC.COC(=O)OC.COC(=O)OC.COC(=O)OC.COC(=O)OC",
  "relative_energy_kcal_mol": 54.11
}


7.
{
  "formula": "C9H21AsCl3N5O2S4Se2SiSn",
  "method": "ωB97M-V with the def2-TZVPD basis set",
  "elements": ["Sn", "C", "N", "C", "C", "N", "N", "C", "N", "N", "H", "H", "H", "H", "H", "H", "H", "H", "H", "H", "H", "S", "As", "S", "S", "S", "O", "C", "C", "C", "O", "C", "Se", "C", "Se", "H", "H", "H", "H", "H", "H", "H", "H", "H", "H", "Cl", "Si", "Cl", "Cl"],
  "coordinates": [[-1.224, 0.377, -0.619], [2.572, 3.029, 2.613], [1.602, 3.230, 1.541], [2.030, 4.020, 0.402], [0.595, 2.308, 1.362], [0.164, 1.954, 0.211], [0.090, 1.815, 2.542], [-0.749, 0.713, 2.733], [-0.760, 0.285, 4.038], [-1.450, 0.220, 1.792], [2.294, 3.556, 3.533], [3.535, 3.416, 2.287], [2.708, 1.965, 2.825], [2.488, 4.939, 0.768], [1.170, 4.295, -0.207], [2.755, 3.491, -0.229], [0.673, 2.359, -0.564], [0.568, 2.121, 3.368], [0.099, 0.457, 4.540], [-1.003, -0.711, 4.089], [-1.958, -0.609, 2.094], [-0.985, -2.913, 3.806], [0.360, -3.279, 2.205], [1.930, -0.990, 2.364], [-0.381, -2.937, 0.278], [1.782, -4.745, 2.596], [-5.776, 2.562, -4.095], [-4.426, 2.458, -4.537], [-3.443, 1.910, -3.483], [-3.906, 0.499, -3.113], [-5.146, 0.481, -2.396], [-3.428, 2.900, -2.300], [-3.272, 2.221, -0.449], [-2.080, 1.814, -4.192], [-0.418, 1.781, -3.109], [-5.911, 1.823, -3.476], [-4.108, 3.459, -4.841], [-4.370, 1.808, -5.421], [-3.137, -0.029, -2.550], [-4.070, -0.065, -4.036], [-4.929, 0.869, -1.524], [-4.355, 3.469, -2.295], [-2.596, 3.588, -2.441], [-1.969, 2.681, -4.846], [-2.068, 0.923, -4.824], [2.137, -0.164, -1.045], [3.013, -1.017, 0.631], [4.726, 0.186, 0.898], [3.756, -2.805, -0.020]],
  "charge": -2,
  "spin_multiplicity": 1,
  "lumo_ev": 4.0,
  "total_energy_ha": -11295.97720
}